Formula: CH3FN2O2
Source: the OMol25 dataset
Level of theory: ωB97M-V/def2-TZVPD

Output
total charge = 0
gap between HOMO and LUMO = 10.04 eV
energy relative to the best compared isomer or geometry (same formula, charge and spin) = 16.38 kcal/mol
highest occupied orbital energy = -0.3542 Eh
energy = -399.6311 hartree

Last column: natural (NBO) charge in e.
Positions of all 9 atoms, in Å:
C (-0.0530, -0.5165, -0.1833)  0.78
N (0.7798, 0.4487, -0.0221)  -0.81
N (-1.6294, 0.2244, 0.4413)  0.12
O (-0.0972, -1.6596, -0.5555)  -0.57
O (-2.4935, -0.8552, 0.3990)  -0.55
F (-1.9930, 1.1135, -0.5983)  -0.30
H (0.6383, 1.3772, 0.4783)  0.45
H (1.8083, 0.2510, -0.0213)  0.41
H (-2.1066, -1.5505, -0.1536)  0.47